Density functional theory data (ωB97M-V with the def2-TZVPD basis set) for a cluster of 2 separate species, C5H9ClP in total in a non-equilibrium geometry.

**Electronic energy**: -27127.964 eV
**Strongest force on any atom**: 5.0 eV/Å
**Energy above the lowest of the compared OMol25 structures with the same formula, charge and spin**: 5.110 eV
**Charge**: +1

Each line ends with the Löwdin charge.
Positions of all 16 atoms, in Å:
C 3.63 -1.02 -0.74  0.00
C 4.44 -0.34 -0.05  -0.79
C 0.36 0.95 1.65  -0.24
C 0.01 -1.54 -0.19  -0.23
C 0.02 1.15 -1.24  -0.20
P 0.73 0.12 0.09  0.99
Cl 5.86 0.11 0.51  0.84
H -0.69 0.92 1.62  0.03
H 0.78 1.99 1.74  0.09
H 0.60 0.53 2.70  0.11
H 0.57 -2.21 0.35  0.00
H 0.13 -1.77 -1.34  0.11
H -1.13 -1.71 -0.11  0.11
H 0.19 2.19 -1.13  0.04
H -1.07 1.21 -0.73  0.12
H 0.05 0.75 -2.19  0.03



Density functional theory data (ωB97M-V with the def2-TZVPD basis set) for a structure of composition C20H23IrN6O2PS in a non-equilibrium geometry.

**Electronic energy**: -57096.819 eV
**Strongest force on any atom**: 1.2 eV/Å
**Spin multiplicity**: 2
**<S²>**: 0.79
**Energy above the lowest of the compared OMol25 structures with the same formula, charge and spin**: 1.168 eV
**Charge**: +2

Each line ends with the Löwdin charge.
Positions of all 54 atoms, in Å:
Ir -0.14 -0.08 0.31  1.10
O -1.22 -1.67 -0.11  -0.37
N -1.13 -2.76 0.70  -0.17
C -2.04 -3.74 0.48  0.01
C -2.00 -4.86 1.25  -0.01
C -1.02 -4.97 2.25  -0.01
C -0.12 -3.96 2.44  -0.04
C -0.17 -2.82 1.63  -0.62
S 0.96 -1.52 1.75  0.73
H -2.74 -3.55 -0.31  0.15
H -2.72 -5.64 1.08  0.13
H -0.99 -5.85 2.88  0.13
H 0.66 -4.02 3.19  0.13
O 1.21 1.37 0.38  -0.20
C 1.40 2.36 1.18  -0.29
C 2.64 3.05 1.07  0.05
C 2.89 4.14 1.86  -0.01
C 1.92 4.57 2.79  0.01
C 0.71 3.91 2.92  0.01
C 0.42 2.80 2.13  -0.04
C -0.82 2.08 2.25  -0.22
N -1.15 0.94 1.63  -0.11
C -2.41 0.56 2.06  -0.07
C -2.84 1.49 2.95  -0.01
N -1.85 2.42 3.05  0.15
H 3.36 2.67 0.36  0.14
H 3.83 4.67 1.78  0.13
H 2.12 5.43 3.41  0.13
H 0.01 4.27 3.65  0.12
H -2.89 -0.34 1.71  0.12
H -3.76 1.55 3.51  0.14
H -1.89 3.24 3.63  0.17
C -1.08 1.92 -4.54  -0.16
N -1.12 0.46 -4.43  -0.14
C -2.52 0.02 -4.40  -0.16
N -3.28 0.64 -3.32  -0.14
C -3.20 2.10 -3.44  -0.16
N -1.82 2.59 -3.46  -0.14
C -1.16 2.42 -2.18  -0.29
P -1.08 0.62 -1.74  0.93
C -0.34 -0.05 -3.32  -0.27
C -2.86 0.18 -2.01  -0.29
H -1.54 2.19 -5.49  0.14
H -0.05 2.25 -4.54  0.14
H -2.57 -1.06 -4.31  0.14
H -2.98 0.31 -5.34  0.14
H -3.73 2.56 -2.61  0.13
H -3.68 2.40 -4.37  0.14
H -1.71 2.95 -1.40  0.10
H -0.15 2.83 -2.22  0.10
H -0.37 -1.14 -3.29  0.10
H 0.70 0.26 -3.40  0.10
H -3.46 0.63 -1.23  0.10
H -2.97 -0.91 -1.94  0.09



Question: energy above the lowest of the compared OMol25 structures with the same formula, charge and spin of number 2 (C20H23IrN6O2PS)?
Answer: 1.168 eV